Record 1
C21H23NO4S | wB97M-V/def2-TZVPD

Structure (XYZ):
```
50
C21H23NO4S wB97M-V/def2-TZVPD
C 4.6255 1.4419 -1.6186
C 3.4143 1.0265 -1.2716
C 2.6525 0.0191 -2.0898
C 2.9412 -1.4169 -1.6223
N 2.1954 -1.7892 -0.4493
C 0.8366 -2.2807 -0.5607
C 0.7486 -3.7131 -0.0455
C -0.0715 -1.3185 0.1981
O 0.0230 -0.1214 0.0563
O -0.9461 -1.9159 0.9791
C -1.7555 -1.0613 1.8027
C -2.8676 -0.4254 1.0135
C -2.8447 0.9280 0.7086
C -3.8621 1.4917 -0.0398
C -4.9190 0.7199 -0.5053
C -6.0330 1.3367 -1.2948
C -4.9311 -0.6372 -0.2047
C -3.9185 -1.2046 0.5451
S 2.6304 -1.0338 0.9659
O 4.0553 -1.1685 1.0640
O 1.8173 -1.6220 1.9942
C 2.2917 0.7336 0.9458
C 1.6764 1.2468 2.0701
C 1.4764 2.6110 2.1873
C 1.9232 3.4535 1.1821
C 2.5593 2.9331 0.0702
C 2.7509 1.5594 -0.0684
H 5.1750 2.1462 -1.0186
H 5.1201 1.0689 -2.4996
H 2.9492 0.1142 -3.1361
H 1.5798 0.2088 -2.0053
H 3.9968 -1.5115 -1.3561
H 2.7103 -2.1318 -2.4163
H 0.5333 -2.2359 -1.6154
H 1.0290 -3.7274 1.0033
H -0.2638 -4.0918 -0.1540
H 1.4350 -4.3433 -0.6052
H -1.1120 -0.2967 2.2467
H -2.1454 -1.7244 2.5781
H -2.0198 1.5368 1.0472
H -3.8324 2.5471 -0.2699
H -6.8468 1.6219 -0.6272
H -6.4290 0.6327 -2.0233
H -5.6938 2.2302 -1.8134
H -5.7431 -1.2544 -0.5620
H -3.9372 -2.2615 0.7689
H 1.3612 0.5572 2.8373
H 0.9817 3.0137 3.0583
H 1.7761 4.5203 1.2656
H 2.9070 3.5881 -0.7150
```

Calculated values
HOMO level = -9.045 eV
total charge = 0
ΔE to the lowest compared entry with this formula, charge and spin = 2.108 eV
total energy = -42665.0957 eV

Record 2
C21H24Cl5CoF5IN4 | wB97M-V/def2-TZVPD

Structure (XYZ):
```
61
C21H24Cl5CoF5IN4 wB97M-V/def2-TZVPD
Co 0.4866 -0.1525 0.0070
Cl -0.4891 -1.3191 -2.0217
C 0.0261 -2.6384 -1.0222
C 0.7667 -2.2245 0.0788
C 1.3492 -3.2498 0.8133
Cl 2.5815 -2.8935 1.9878
C 1.0405 -4.6024 0.5974
Cl 1.5955 -5.8177 1.6962
C 0.2355 -4.9546 -0.4760
Cl -0.1563 -6.6064 -0.7527
C -0.2393 -3.9727 -1.3446
Cl -1.1383 -4.4138 -2.7402
I 5.7145 1.2420 2.7250
C 4.6748 0.6404 0.9574
C 5.3451 0.4867 -0.2537
C 4.5623 -0.0481 -1.3084
C 3.2294 -0.2563 -1.1463
N 2.5595 0.0074 0.0229
C 3.3479 0.3697 1.0884
H 6.3813 0.7376 -0.3873
H 5.0325 -0.2778 -2.2519
H 2.6179 -0.6312 -1.9564
H 2.8705 0.4322 2.0568
C -0.4514 4.2617 -0.6776
C 0.4013 3.0787 -0.2005
C 1.5204 2.8735 -1.2335
C 1.0435 3.4307 1.1548
N -0.3197 1.8106 -0.0351
H 0.2102 5.0762 -0.9653
H -1.1063 4.6449 0.1010
H -1.0418 3.9908 -1.5491
H 2.1100 3.7841 -1.3201
H 1.0904 2.6327 -2.2028
H 2.1707 2.0603 -0.9274
H 1.7127 4.2777 1.0371
H 1.6170 2.5775 1.5113
H 0.2802 3.6977 1.8831
F -2.0445 1.7852 -1.6293
C -1.6281 1.6780 -0.2808
F -2.0056 0.3800 0.0386
C -2.7325 2.5570 0.4744
F -3.7223 1.7795 0.9383
F -2.2342 3.1698 1.5755
F -3.2929 3.5073 -0.2638
N 0.0731 0.1607 5.2552
C 0.8165 -0.9315 4.5618
C 0.0722 -1.2827 3.2731
N -0.0037 -0.1264 2.4092
C -0.7377 0.9346 3.0536
C -0.0859 1.3568 4.3775
H 0.5458 0.4173 6.1278
H -0.8630 -0.1952 5.4827
H 0.9111 -1.7910 5.2239
H 1.8167 -0.5729 4.3139
H -0.9384 -1.6407 3.4841
H 0.6159 -2.0765 2.7663
H 0.9395 0.1951 2.1863
H -1.7672 0.6045 3.2169
H -0.7563 1.7891 2.3827
H -0.6975 2.1009 4.8892
H 0.9042 1.7740 4.1848
```

Calculated values
HOMO level (alpha / beta) = -4.279 / -8.047 eV
total charge = 0
spin multiplicity = 5
ΔE to the lowest compared entry with this formula, charge and spin = 0.000 eV
total energy = -150051.0819 eV
<S²> = 6.02

Record 3
C21H24ClNRu | wB97M-V/def2-TZVPD

Structure (XYZ):
```
48
C21H24ClNRu wB97M-V/def2-TZVPD
C -3.8234 0.1091 -3.7122
C -4.0689 -1.3509 -4.0848
C -5.0841 0.7433 -3.1296
C -3.3191 0.9069 -4.9122
Cl -2.4720 0.1394 -2.3884
H -5.8889 0.7478 -3.8781
H -4.9001 1.7767 -2.8227
H -5.4366 0.1902 -2.2547
H -4.8329 -1.4249 -4.8714
H -4.4148 -1.9237 -3.2197
H -3.1523 -1.8199 -4.4535
H -4.0672 0.9062 -5.7175
H -2.3930 0.4794 -5.3066
H -3.1184 1.9460 -4.6361
C -0.2756 -1.3563 2.0430
C -1.1815 -0.2482 1.9344
C -1.9725 -0.4442 0.7227
H -1.3420 0.5370 2.6661
C -1.4575 -1.6329 0.0730
C -0.3802 -2.1434 0.8654
H 0.2595 -2.9787 0.5902
H 0.3801 -1.5401 2.8902
H -2.8620 0.1081 0.4538
H -1.8644 -2.0765 -0.8308
C 1.5183 1.5928 -0.8607
C 1.3870 1.9936 0.5048
C -0.0089 2.1480 0.7953
H 2.1921 2.1458 1.2116
C -0.7428 1.9725 -0.4472
C 0.2270 1.6278 -1.4718
H 0.0035 1.4699 -2.5186
H 2.4383 1.2855 -1.3517
H -0.4425 2.4505 1.7441
H -1.7934 2.2048 -0.6030
Ru -0.1261 0.1493 0.1643
N 2.3905 -0.7547 0.8844
C 3.1357 -0.7025 1.7890
C 4.1126 -0.6845 2.8287
C 4.9538 0.4323 2.9783
C 5.9077 0.4549 3.9975
C 6.0143 -0.6282 4.8836
C 5.2017 -1.7576 4.7152
C 4.2448 -1.7844 3.6975
H 4.8474 1.2751 2.2933
H 6.5699 1.3199 4.1006
H 6.7352 -0.5919 5.7014
H 5.3121 -2.6195 5.3764
H 3.5895 -2.6498 3.5664
```

Calculated values
HOMO level (alpha / beta) = -11.081 / -14.223 eV
total charge = +2
spin multiplicity = 5
total energy = -38738.5747 eV
<S²> = 6.06

Record 4
C21H24CrIN4O | wB97M-V/def2-TZVPD

Structure (XYZ):
```
52
C21H24CrIN4O wB97M-V/def2-TZVPD
Cr 0.3177 -0.0009 0.1427
C 0.9259 -3.1386 -0.6389
N -0.2436 -2.2886 -0.8981
C -1.5062 -2.8294 -0.3747
C -0.4462 -1.8529 -2.2572
C -0.2466 -2.6685 -3.3578
C -0.5247 -2.1986 -4.6350
C -1.0201 -0.9112 -4.7944
C -1.2282 -0.0926 -3.6944
C -0.9428 -0.5450 -2.4057
N -1.0350 0.2298 -1.2492
C -2.1232 1.0300 -0.9701
C -3.3461 1.0219 -1.6540
C -4.3974 1.8209 -1.2281
C -4.2684 2.6477 -0.1237
C -3.0590 2.6686 0.5634
C -2.0106 1.8687 0.1555
N -0.7086 1.8725 0.8027
C 0.0903 2.9922 0.2628
C -0.7631 1.9609 2.2653
H 0.6099 -4.1454 -0.3441
H 0.1158 -2.2660 1.5894
H 1.5162 -3.2344 -1.5481
H -1.8004 -3.7409 -0.9099
H -2.2866 -2.0796 -0.4948
H -1.4219 -3.0792 0.6852
H 0.1183 -3.6805 -3.2234
H -0.3601 -2.8351 -5.4939
H -1.2339 -0.5335 -5.7862
H -1.5866 0.9209 -3.8244
H -3.4733 0.3726 -2.5095
H -5.3350 1.7880 -1.7694
H -5.0916 3.2686 0.2023
H -2.9415 3.3146 1.4249
H -0.3822 3.9458 0.5231
H 0.1443 2.8975 -0.8197
H 1.1009 2.9376 0.6590
H -1.1493 2.9266 2.6126
H 0.2489 1.8421 2.6511
H -1.3983 1.1680 2.6580
I 3.3352 -5.2609 0.1869
C 2.6588 -3.5574 1.1900
C 3.0786 -3.3002 2.4258
C 2.6498 -2.0672 3.0890
C 1.6272 -1.3672 2.6065
N 0.9757 -1.7565 1.3923
C 1.8203 -2.5361 0.4582
H 3.7293 -3.9840 2.9537
H 3.1448 -1.7418 3.9930
H 1.2334 -0.4884 3.0967
H 2.4823 -1.7929 -0.0028
O 1.8168 0.5820 0.0996
```

Calculated values
HOMO level (alpha / beta) = -6.748 / -6.940 eV
total charge = 0
spin multiplicity = 2
ΔE to the lowest compared entry with this formula, charge and spin = 1.428 eV
total energy = -66694.3967 eV
<S²> = 1.19

Record 5
C21H24CrIN4O | wB97M-V/def2-TZVPD

Structure (XYZ):
```
52
C21H24CrIN4O wB97M-V/def2-TZVPD
Cr -0.0545 -0.1791 -0.3462
C 2.1667 1.2586 -0.9097
N 2.0867 -0.0246 -0.1793
C 2.8751 -1.0687 -0.8402
C 2.3818 0.1046 1.2401
C 3.6896 0.3263 1.6420
C 4.0155 0.4559 2.9810
C 2.9944 0.3908 3.9166
C 1.6821 0.1880 3.5232
C 1.3202 0.0072 2.1783
N 0.0134 -0.1957 1.7022
C -0.7507 -1.2663 2.2072
C -0.9947 -1.5200 3.5655
C -1.7626 -2.5899 3.9954
C -2.3546 -3.4498 3.0851
C -2.1663 -3.2067 1.7352
C -1.3846 -2.1507 1.2943
N -1.2228 -1.9527 -0.1441
C -0.6745 -3.1270 -0.8293
C -2.4628 -1.4863 -0.7928
H 3.0550 1.8518 -0.6656
H 2.0730 1.0954 -1.9790
H 1.3152 1.8756 -0.5943
H 3.9216 -0.7740 -0.9693
H 2.8393 -1.9786 -0.2435
H 2.4460 -1.2705 -1.8212
H 4.4698 0.3943 0.8922
H 5.0395 0.6223 3.2869
H 3.2162 0.5202 4.9687
H 0.9179 0.2083 4.2811
H -0.6016 -0.8506 4.3105
H -1.9128 -2.7388 5.0575
H -2.9601 -4.2818 3.4184
H -2.6327 -3.8580 1.0046
H -1.4108 -3.9328 -0.9154
H -0.3596 -2.8275 -1.8287
H 0.1870 -3.4998 -0.2770
H -3.3694 -2.0212 -0.4882
H -2.6222 -0.4545 -0.4567
H -2.3395 -1.4829 -1.8714
I -0.5387 5.8521 1.7435
C -1.4969 4.3746 0.6374
C -2.7251 4.6106 0.0422
C -3.3101 3.5822 -0.6785
C -2.6437 2.3730 -0.7794
N -1.4636 2.1437 -0.2081
C -0.9071 3.1285 0.4936
H -3.2154 5.5699 0.1375
H -4.2684 3.7194 -1.1596
H -3.0586 1.5566 -1.3582
H 0.0359 2.9030 0.9796
O -0.1832 -0.1910 -1.9914
```

Calculated values
HOMO level (alpha / beta) = -6.611 / -7.207 eV
total charge = 0
spin multiplicity = 4
ΔE to the lowest compared entry with this formula, charge and spin = 1.400 eV
total energy = -66695.3084 eV
<S²> = 3.83

Record 6
C21H24F7N2O4S | wB97M-V/def2-TZVPD

Structure (XYZ):
```
59
C21H24F7N2O4S wB97M-V/def2-TZVPD
C -2.3188 -5.5636 -5.9414
C -1.3436 -4.3982 -5.3902
O -1.6116 -3.1796 -5.4887
O -0.1377 -4.8283 -4.7201
C -0.3337 -4.7032 -3.2599
C 0.5447 -3.4468 -2.7650
C 1.6008 -3.8225 -1.5863
C 0.8671 -4.0350 -0.1638
C 1.2119 -2.8622 0.9087
C 0.4534 -1.5280 0.3944
C 0.5995 -0.2755 1.3795
C 1.0522 -0.5438 2.8815
C 1.2275 0.5988 3.9401
C 1.7215 0.3748 5.4416
C 2.2774 -1.1124 5.7302
O 1.4957 -2.0388 6.0892
C 0.8930 2.0557 3.4868
N 0.9645 3.2395 4.2899
S 0.5141 4.6070 3.3520
N 0.2231 3.7344 1.9135
C 0.4416 2.3145 1.9740
C 0.3064 1.1924 0.8958
C -0.1090 1.5539 -0.6071
F 0.0641 2.9631 -0.8567
F 0.7960 0.9092 -1.5413
C -1.5882 1.0765 -1.0241
F -1.4882 0.3009 -2.2407
F -2.2140 0.2105 -0.0777
C -2.5929 2.2977 -1.3927
F -3.9270 1.8263 -1.6552
F -2.2048 2.9659 -2.5988
F -2.7288 3.2145 -0.3002
H -2.6467 -5.3219 -7.0133
H -3.2516 -5.6772 -5.2827
H -1.7083 -6.5397 -5.9839
H -1.4636 -4.5790 -3.0521
H 0.1027 -5.6407 -2.7507
H 1.1001 -2.9900 -3.6720
H -0.1941 -2.6359 -2.4138
H 2.2766 -4.6888 -1.9006
H 2.2835 -2.8942 -1.4813
H 1.0619 -5.0870 0.2763
H -0.2744 -3.9427 -0.3517
H 0.8285 -3.2412 1.9222
H 2.3481 -2.7423 0.9620
H 0.8546 -1.3331 -0.6689
H -0.6684 -1.7793 0.3232
H 1.2883 -1.5992 3.2778
H 2.6038 1.1084 5.6031
H 0.9267 0.6727 6.2238
H 3.4113 -1.3187 5.6023
C -0.7280 8.2341 0.4934
C -0.1254 8.5509 1.8785
O 0.9929 7.8339 2.0096
H -0.9816 7.1730 0.3930
H -1.6548 8.8083 0.3468
H -0.0445 8.5043 -0.3189
H -0.9505 8.3701 2.5996
H -0.0436 9.6571 1.9109
```

Calculated values
HOMO level = -2.567 eV
total charge = -1
total energy = -63184.6093 eV

Record 7
C21H24FN3O3S | wB97M-V/def2-TZVPD

Structure (XYZ):
```
53
C21H24FN3O3S wB97M-V/def2-TZVPD
O -3.0894 -1.2347 1.8509
C -2.0364 -1.5793 1.3502
C -1.9701 -2.1887 -0.0642
N -1.7141 -1.1399 -1.0473
C -0.4596 -0.6448 -1.1351
O 0.4681 -1.1233 -0.4999
C -0.2556 0.5982 -1.9921
N 1.0094 1.2025 -1.6706
C 2.0212 1.2142 -2.5796
O 1.8517 0.9350 -3.7522
C 3.3266 1.6396 -2.0597
C 4.4601 1.8119 -2.8064
C 5.5720 2.2077 -2.0397
C 5.2760 2.3296 -0.7182
S 3.6355 1.9640 -0.3821
C -2.8221 -0.6468 -1.7788
C -2.7975 -0.6382 -3.1701
C -3.8897 -0.1784 -3.8813
C -5.0053 0.2546 -3.1865
F -6.0714 0.7023 -3.8771
C -5.0604 0.2280 -1.8044
C -3.9624 -0.2274 -1.0987
N -0.8370 -1.4631 1.9311
C -0.6266 -0.7526 3.1767
C 0.3902 -1.4952 4.0462
C 1.7991 -1.4328 3.4591
C 2.2286 0.0143 3.2391
C 1.2433 0.7178 2.3117
C -0.1616 0.6852 2.9083
H -2.9246 -2.6589 -0.3001
H -1.1637 -2.9240 -0.1225
H -1.0797 1.3023 -1.8309
H -0.2043 0.3446 -3.0555
H 1.2358 1.2866 -0.6904
H 4.4730 1.6547 -3.8694
H 6.5483 2.3927 -2.4499
H 5.9243 2.6135 0.0872
H -1.9321 -1.0076 -3.6971
H -3.8881 -0.1636 -4.9593
H -5.9511 0.5588 -1.2950
H -3.9924 -0.2680 -0.0203
H -0.0169 -1.6442 1.3654
H -1.6008 -0.7296 3.6776
H 0.3931 -1.0356 5.0364
H 0.0767 -2.5347 4.1589
H 2.4944 -1.9292 4.1389
H 1.8335 -1.9666 2.5072
H 3.2296 0.0437 2.8050
H 2.2619 0.5353 4.1989
H 1.5522 1.7537 2.1551
H 1.2493 0.2142 1.3430
H -0.8729 1.1694 2.2352
H -0.1680 1.2328 3.8526
```

Calculated values
HOMO level = -9.077 eV
total charge = 0
ΔE to the lowest compared entry with this formula, charge and spin = 0.000 eV
total energy = -46334.0552 eV

Record 8
C21H24N2O2 | wB97M-V/def2-TZVPD

Structure (XYZ):
```
49
C21H24N2O2 wB97M-V/def2-TZVPD
N -4.7808 -0.7968 -0.8697
C -4.3011 0.4244 -0.5386
O -4.9650 1.4296 -0.6408
C -2.8744 0.3993 0.0001
C -2.1902 1.7532 -0.2117
C -1.0494 1.9531 0.8012
N -0.5375 0.6857 1.2649
C 0.7621 0.3038 1.2829
O 1.1222 -0.6823 1.9014
C 1.7550 1.1572 0.5542
C 2.7117 1.7901 1.3429
C 3.7202 2.5411 0.7708
C 3.7903 2.6513 -0.6078
C 2.8534 2.0101 -1.3953
C 1.8258 1.2572 -0.8358
C 0.8648 0.5573 -1.7535
C 1.4388 -0.7790 -2.2645
C 1.3740 -1.8229 -1.1875
C 2.4883 -2.1513 -0.4307
C 2.3956 -3.0804 0.5896
C 1.1860 -3.6898 0.8676
C 0.0676 -3.3697 0.1178
C 0.1637 -2.4436 -0.9033
C -1.4812 -0.1409 1.9974
C -2.9069 0.0950 1.5019
H -4.2372 -1.6347 -0.7679
H -5.7314 -0.8748 -1.1913
H -2.3145 -0.3962 -0.5023
H -2.9387 2.5372 -0.0852
H -1.8168 1.8194 -1.2337
H -0.2351 2.5273 0.3579
H -1.4204 2.5113 1.6702
H 2.6540 1.6808 2.4159
H 4.4508 3.0325 1.3956
H 4.5763 3.2318 -1.0681
H 2.9142 2.0919 -2.4719
H 0.6591 1.2041 -2.6106
H -0.0709 0.3484 -1.2392
H 2.4696 -0.6320 -2.5914
H 0.8481 -1.1044 -3.1249
H 3.4321 -1.6650 -0.6342
H 3.2682 -3.3199 1.1782
H 1.1108 -4.4066 1.6717
H -0.8816 -3.8426 0.3318
H -0.7099 -2.1975 -1.4948
H -1.1749 -1.1794 1.8400
H -1.4080 0.0655 3.0729
H -3.3651 0.9401 2.0179
H -3.5116 -0.7891 1.7099
```

Calculated values
HOMO level = -8.856 eV
total charge = 0
ΔE to the lowest compared entry with this formula, charge and spin = 0.518 eV
total energy = -29243.3852 eV

Record 9
C21H24N2O2S | wB97M-V/def2-TZVPD

Structure (XYZ):
```
50
C21H24N2O2S wB97M-V/def2-TZVPD
C -0.8488 -4.5671 3.5816
O -1.0546 -3.3095 2.9922
C -1.6349 -3.3869 1.7119
C -1.7109 -1.9783 1.1098
N -0.4464 -1.5347 0.5922
C 0.4965 -0.8151 1.2866
C 0.2951 -0.3951 2.6978
C 1.5526 -0.5890 0.4535
C 1.2638 -1.2138 -0.7900
C 2.0658 -1.2004 -2.0071
O 2.1456 -2.1347 -2.7787
C 2.6924 0.1430 -2.3359
S 1.3401 1.0217 -3.2022
C 0.3975 1.5711 -1.8104
C -1.0072 1.5180 -1.8982
C -1.7601 1.8782 -0.8136
C -3.2532 1.7840 -0.8506
C -1.0805 2.3374 0.3509
C -1.7334 2.7511 1.5273
C -1.0181 3.2083 2.6022
C 0.3813 3.2696 2.5529
C 1.0499 2.8637 1.4319
C 0.3400 2.3885 0.3118
N 1.0464 1.9928 -0.7642
C 0.0205 -1.8097 -0.6574
C -0.7755 -2.5242 -1.6884
H -0.1663 -5.1800 2.9806
H -0.4073 -4.3843 4.5588
H -1.7955 -5.1082 3.7027
H -2.6483 -3.8137 1.7846
H -1.0320 -4.0397 1.0630
H -2.0388 -1.2887 1.8899
H -2.4441 -1.9786 0.2995
H -0.5012 0.3471 2.7754
H 1.2109 0.0526 3.0724
H 0.0334 -1.2514 3.3168
H 2.4527 -0.0668 0.7077
H 3.5065 0.0459 -3.0510
H 2.9638 0.7407 -1.4712
H -1.4588 1.1654 -2.8126
H -3.5850 1.3947 -1.8098
H -3.6995 2.7667 -0.7029
H -3.6153 1.1260 -0.0613
H -2.8114 2.7156 1.5774
H -1.5323 3.5274 3.4971
H 0.9259 3.6379 3.4098
H 2.1260 2.9001 1.3694
H -0.1711 -2.6290 -2.5849
H -1.0650 -3.5188 -1.3507
H -1.6827 -1.9698 -1.9377
```

Calculated values
HOMO level = -7.715 eV
total charge = 0
ΔE to the lowest compared entry with this formula, charge and spin = 1.376 eV
total energy = -40077.3169 eV